Version i
Here is a gas-phase ion, C2H4O3P (charge -1) from the OMol25 dataset. Energies are from ωB97M-V/def2-TZVPD.

LUMO: 0.154 Eh
SMILES string: CC(=O)[P@@H](=O)[O-]
Gap between HOMO and LUMO: 8.1 eV
Net charge: -1
HOMO: -0.1435 Eh

Atoms and positions in Å:
C  -0.68  0.51  0.35
C  -0.87  -0.96  -0.04
O  1.06  0.52  -1.63
O  1.70  2.09  0.34
O  -1.49  1.16  0.94
P  1.15  0.87  -0.21
H  1.48  -0.30  0.60
H  -1.89  -1.28  -0.15
H  -0.29  -1.54  0.69
H  -0.18  -1.07  -0.90

***

Version ii
Here is 2 unconnected molecules or ions with the total composition C2H4O3P from the OMol25 dataset. Energies are from ωB97M-V/def2-TZVPD.

LUMO: 0.144 Eh
Gap between HOMO and LUMO: 6.6 eV
Net charge: -1
HOMO: -0.0978 Eh

Atoms and positions in Å:
C  3.13  -0.43  0.15
C  0.07  -0.56  0.79
O  3.40  -1.55  0.24
O  2.85  0.66  0.14
O  1.14  -0.62  -1.67
P  0.31  0.17  -0.75
H  0.13  -1.62  0.54
H  -0.69  -0.06  1.48
H  -0.52  1.03  -1.48
H  1.19  1.41  -0.70

***

Computed energies relative to the best structure, in eV: version i 0.000; version ii 2.620

***

Version i
Here is a single C8H11N5 molecule from the OMol25 dataset. Energies are from ωB97M-V/def2-TZVPD.

LUMO: 0.032 Eh
SMILES string: CN(C)c1ncnc2c1ncn2C
Gap between HOMO and LUMO: 8.8 eV
Net charge: 0
HOMO: -0.2936 Eh

Atoms and positions in Å:
C  -2.71  -0.17  2.03
C  -1.87  1.90  1.07
C  -0.68  -0.17  0.71
C  0.09  -2.28  0.27
C  1.22  -0.63  -0.62
C  3.16  -0.87  -2.11
C  1.65  1.31  -1.57
C  0.32  0.37  -0.17
H  -2.67  -1.25  2.04
H  -3.65  0.20  1.53
H  -2.79  0.27  2.95
H  -2.90  2.00  0.81
H  -1.59  2.45  2.01
H  -1.26  2.46  0.35
H  -0.39  -3.22  0.23
H  4.13  -0.66  -1.61
H  2.99  -1.94  -2.13
H  3.22  -0.33  -3.06
H  2.39  1.84  -2.15
N  -1.68  0.58  1.25
N  -0.74  -1.45  0.84
N  1.12  -2.00  -0.40
N  2.03  -0.02  -1.44
N  0.60  1.60  -0.82

***

Version ii
Here is a single C8H11N5 molecule from the OMol25 dataset. Energies are from ωB97M-V/def2-TZVPD.

LUMO: 0.028 Eh
SMILES string: CCNc1ncnc2c1cnn2C
Gap between HOMO and LUMO: 9.3 eV
Net charge: 0
HOMO: -0.3157 Eh

Atoms and positions in Å:
C  0.17  3.20  2.66
C  0.10  3.32  1.14
C  0.00  0.97  0.28
C  -1.81  -0.41  0.79
C  -0.29  -1.28  -0.52
C  -0.22  -3.50  -1.71
C  1.71  -0.52  -1.22
C  0.51  -0.13  -0.50
H  -0.57  3.87  3.30
H  -0.18  2.08  2.75
H  1.16  3.21  3.21
H  0.64  4.17  0.77
H  -0.97  3.47  0.88
H  1.40  2.36  -0.23
H  -2.71  -0.44  1.49
H  -1.07  -3.60  -1.07
H  -0.56  -3.43  -2.79
H  0.63  -4.12  -1.60
H  2.63  0.04  -1.52
N  0.63  2.17  0.44
N  -1.22  0.79  0.88
N  -1.53  -1.47  0.03
N  0.33  -2.20  -1.24
N  1.60  -1.79  -1.65

***

Computed energies relative to the best structure, in eV: version i 0.647; version ii 0.000

***

Version i
Here is a single C4H4ClN molecule from the OMol25 dataset. Energies are from ωB97M-V/def2-TZVPD.

LUMO: -0.004 Eh
SMILES string: N#C/C=C/CCl
Gap between HOMO and LUMO: 10.5 eV
Net charge: 0
HOMO: -0.3913 Eh

Atoms and positions in Å:
C  1.03  0.85  -0.58
C  0.36  -0.03  0.37
C  -0.85  -0.48  0.15
C  -1.60  -1.51  0.76
H  0.30  1.04  -1.35
H  1.93  0.46  -1.03
H  1.06  -0.29  1.22
H  -1.31  -0.14  -0.77
N  -2.31  -2.39  1.03
Cl  1.38  2.49  0.21

***

Version ii
Here is a molecular structure, C4H4ClN from the OMol25 dataset. Energies are from ωB97M-V/def2-TZVPD.

LUMO: 0.018 Eh
Gap between HOMO and LUMO: 11.3 eV
Net charge: 0
HOMO: -0.3967 Eh

Atoms and positions in Å:
C  -0.20  -0.09  0.90
C  0.16  -0.32  -0.67
C  -0.52  0.39  -1.53
C  1.05  -0.34  1.48
H  -1.02  -0.63  1.30
H  1.10  -1.06  -0.83
H  -1.44  1.20  -0.98
H  -0.57  0.24  -2.61
N  2.19  -0.84  1.61
Cl  -0.75  1.46  1.33

***

Computed energies relative to the best structure, in eV: version i 0.000; version ii 2.388

***

Version i
Here is 3 unconnected molecules or ions with the total composition CH8NO2 from the OMol25 dataset. Energies are from ωB97M-V/def2-TZVPD.

LUMO: -0.207 Eh
Gap between HOMO and LUMO: 10.1 eV
Net charge: +1
HOMO: -0.5792 Eh

Atoms and positions in Å:
C  0.14  1.12  0.48
N  1.00  0.41  -0.19
H  -0.48  1.89  0.03
H  0.02  1.01  1.56
H  1.84  0.34  0.37
H  0.84  -0.32  -0.93
H  -2.93  0.02  2.05
H  -1.61  -0.50  2.54
O  -1.98  0.16  1.95
H  1.54  -2.06  -2.32
H  0.63  -1.01  -3.03
O  0.99  -1.28  -2.20

***

Version ii
Here is 2 unconnected molecules or ions with the total composition CH8NO2 from the OMol25 dataset. Energies are from ωB97M-V/def2-TZVPD.

LUMO: -0.127 Eh
Gap between HOMO and LUMO: 12.5 eV
Net charge: +1
HOMO: -0.5869 Eh

Atoms and positions in Å:
O  -1.71  -1.23  0.66
H  -0.61  1.48  0.65
H  -2.15  -1.41  1.50
H  -1.74  -2.06  0.22
N  0.08  0.75  0.73
C  0.99  0.94  -0.49
O  0.99  -0.32  -1.13
H  -0.42  -0.18  0.69
H  0.65  0.89  1.55
H  0.63  1.77  -1.08
H  2.03  1.04  -0.19
H  0.75  -0.27  -2.08

***

Computed energies relative to the best structure, in eV: version i 1.522; version ii 0.000

***

Version i
Here is a single CH3NO2 molecule from the OMol25 dataset. Energies are from ωB97M-V/def2-TZVPD.

LUMO: 0.035 Eh
SMILES string: O[C@@H]1NO1
Gap between HOMO and LUMO: 10.5 eV
Net charge: 0
HOMO: -0.3493 Eh

Atoms and positions in Å:
C  0.08  0.04  0.45
N  0.34  -1.28  0.76
O  -0.98  -0.85  0.67
O  -0.05  0.51  -0.87
H  0.29  0.89  1.13
H  0.65  -1.95  0.03
H  -0.79  0.19  -1.39

***

Version ii
Here is 2 unconnected molecules or ions with the total composition CH3NO2 from the OMol25 dataset. Energies are from ωB97M-V/def2-TZVPD.

LUMO: 0.026 Eh
SMILES string: C#[N+][O-].O
Gap between HOMO and LUMO: 11.3 eV
Net charge: 0
HOMO: -0.3900 Eh

Atoms and positions in Å:
C  0.85  -0.78  -0.95
N  0.22  0.10  -1.30
O  -0.32  1.02  -1.86
O  -1.06  0.11  1.56
H  1.46  -1.19  -0.24
H  -0.38  0.31  2.11
H  -0.77  0.44  0.69

***

Computed energies relative to the best structure, in eV: version i 0.000; version ii 0.304

***

Version i
Here is a single CH4O2P2 molecule from the OMol25 dataset. Energies are from ωB97M-V/def2-TZVPD.

LUMO: 0.013 Eh
SMILES string: O=POCP
Gap between HOMO and LUMO: 10.2 eV
Net charge: 0
HOMO: -0.3615 Eh

Atoms and positions in Å:
C  -0.04  -0.17  0.98
O  1.98  1.51  -2.10
O  0.97  0.77  -0.09
P  1.08  0.48  -1.65
P  -0.94  -1.22  -0.29
H  0.65  -0.61  1.81
H  -0.47  0.75  1.38
H  -1.36  -0.06  -0.82
H  -1.85  -1.45  0.77

***

Version ii
Here is a single CH4O2P2 molecule from the OMol25 dataset. Energies are from ωB97M-V/def2-TZVPD.

LUMO (alpha / beta): -0.050 / -0.050 Eh
SMILES string: C=[PH2]P(=O)=O
Gap between HOMO and LUMO (alpha / beta): 7.8 / 7.8 eV
Net charge: 0
HOMO (alpha / beta): -0.3365 / -0.3364 Eh

Atoms and positions in Å:
C  0.22  0.20  -1.00
O  -1.36  -2.19  3.13
O  -2.08  -2.61  0.59
P  -1.19  -2.12  1.63
P  -0.14  -0.29  0.62
H  1.17  -0.14  -1.23
H  -0.45  -0.29  -1.65
H  -1.26  0.44  1.26
H  0.79  0.14  1.41

***

Version iii
Here is a single CH4O2P2 molecule from the OMol25 dataset. Energies are from ωB97M-V/def2-TZVPD.

LUMO (alpha / beta): -0.052 / -0.052 Eh
SMILES string: C=[PH2]P(=O)=O
Gap between HOMO and LUMO (alpha / beta): 7.2 / 7.2 eV
Net charge: 0
HOMO (alpha / beta): -0.3157 / -0.3156 Eh

Atoms and positions in Å:
C  1.25  0.18  -0.69
O  -3.13  0.01  0.34
O  -1.21  1.17  -0.90
P  -1.76  0.06  -0.12
P  0.47  -0.40  0.64
H  1.04  -0.47  -1.55
H  2.06  0.90  -0.52
H  1.00  0.34  1.64
H  0.28  -1.80  1.17

***

Computed energies relative to the best structure, in eV: version i 0.000; version ii 0.721; version iii 1.297

***

Version i
Here is a single C5H13N3O2 molecule from the OMol25 dataset. Energies are from ωB97M-V/def2-TZVPD.

LUMO: 0.030 Eh
SMILES string: CC(C)(N)[C@H](N)C(=O)NO
Gap between HOMO and LUMO: 10.1 eV
Net charge: 0
HOMO: -0.3420 Eh

Atoms and positions in Å:
C  -0.76  0.26  -0.22
C  0.46  -0.29  -1.15
C  -1.43  -0.94  0.42
C  -0.47  1.24  0.95
N  1.77  -0.58  0.80
C  1.56  0.21  -0.30
N  -1.59  0.95  -1.19
N  0.53  -1.69  -1.48
O  2.34  0.12  1.88
O  1.92  1.38  -0.32
H  2.51  1.02  1.50
H  2.20  -1.49  0.69
H  0.42  0.26  -2.09
H  -2.47  1.23  -0.78
H  -1.11  1.79  -1.49
H  0.49  -2.28  -0.66
H  -0.24  -1.95  -2.09
H  -0.72  -1.46  1.05
H  -2.26  -0.62  1.05
H  -1.83  -1.63  -0.33
H  0.04  0.77  1.79
H  -1.44  1.59  1.31
H  0.09  2.11  0.63

***

Version ii
Here is 2 unconnected molecules or ions with the total composition C5H13N3O2 from the OMol25 dataset. Energies are from ωB97M-V/def2-TZVPD.

LUMO: 0.028 Eh
SMILES string: CC(=O)NC(C)=O.CNN
Gap between HOMO and LUMO: 10.0 eV
Net charge: 0
HOMO: -0.3408 Eh

Atoms and positions in Å:
C  1.93  -0.11  -1.15
C  -0.69  -1.80  1.21
N  0.57  -0.60  -1.22
C  -0.35  -0.33  1.13
N  0.44  -1.91  -1.76
O  0.67  0.16  1.55
H  0.88  -2.55  -1.11
H  0.92  -2.00  -2.65
H  2.44  -0.08  -2.13
H  1.92  0.89  -0.72
H  2.50  -0.76  -0.48
H  -1.45  -1.95  1.97
H  0.20  -2.35  1.49
H  -1.06  -2.15  0.25
C  -0.43  2.66  0.75
C  -1.64  1.79  0.66
N  -1.43  0.41  0.67
O  -2.77  2.20  0.55
H  -2.28  -0.11  0.48
H  -0.01  0.02  -1.78
H  0.20  2.35  1.59
H  -0.73  3.69  0.86
H  0.16  2.54  -0.16

***

Computed energies relative to the best structure, in eV: version i 1.496; version ii 0.000